No. 1
C26H33BF5N7OSeTl | wB97M-V/def2-TZVPD

XYZ file:
```
75
Properties=species:S:1:pos:R:3:lowdin_charge:R:1
Tl -0.79 0.06 1.50 0.87
Se 0.39 -2.50 -0.22 1.26
F 1.62 -2.87 2.95 0.12
F -0.38 -6.54 0.22 0.16
F 2.56 -5.49 0.70 0.14
F 0.77 -6.32 3.32 0.16
F -1.41 -4.06 2.56 0.13
O -1.66 -2.57 0.01 -0.30
N 2.21 -0.26 -0.52 0.08
N 0.92 2.25 -0.54 -0.04
N 1.33 -0.07 -1.50 -0.08
N -0.99 1.14 -1.80 -0.03
N -3.60 -3.52 -0.50 0.25
N 0.67 1.99 0.76 0.00
N -1.82 0.88 -0.76 0.03
C 1.57 3.42 -0.66 -0.05
C 1.14 3.05 2.98 -0.36
C 4.32 -0.86 1.21 -0.06
C 4.11 -3.19 0.29 -0.05
C -1.70 1.53 -2.87 -0.07
C 1.79 -4.15 2.68 0.00
C -4.31 1.01 -0.34 -0.36
C -3.04 1.51 -2.53 -0.01
C 1.18 3.00 1.47 -0.28
C 1.85 1.85 3.60 -0.06
C -5.20 -0.13 -0.82 -0.05
C -0.30 3.19 3.50 -0.06
C 4.18 -1.70 -0.05 -0.36
C -2.42 -3.05 -0.88 -0.51
C 1.65 -4.78 1.37 -0.31
C 0.42 -4.22 0.66 -0.37
C -3.06 1.11 -1.19 -0.28
C 2.99 -1.30 -0.87 -0.31
C -0.45 -4.71 1.91 -0.25
C 1.58 -0.93 -2.54 -0.14
C 1.76 3.94 0.60 0.01
C -4.04 0.90 1.15 -0.10
C 0.77 -5.20 2.61 -0.21
C 2.63 -1.73 -2.19 -0.05
C -0.57 -5.29 0.57 -0.09
C -2.07 -3.06 -2.33 0.03
B 0.55 1.31 -1.68 -0.53
H 1.86 3.80 -1.62 0.13
H 3.45 -1.01 1.87 0.07
H -3.88 1.79 -3.16 0.11
H 1.86 1.92 4.69 0.09
H -1.07 -3.46 -2.46 0.08
H 1.68 3.96 3.27 0.14
H 0.94 1.78 -2.71 0.12
H 1.36 0.91 3.33 0.03
H 2.26 4.86 0.87 0.11
H -6.11 -0.19 -0.22 0.09
H -4.97 1.04 1.71 0.09
H -1.21 1.81 -3.79 0.13
H 3.25 -3.35 0.96 0.04
H -4.86 1.94 -0.51 0.15
H 1.00 -0.88 -3.45 0.13
H -2.78 -3.62 -2.93 0.10
H 5.22 -1.14 1.76 0.09
H -3.83 -3.52 0.48 0.15
H 5.00 -3.53 0.82 0.10
H 5.06 -1.54 -0.68 0.15
H -2.05 -2.02 -2.68 0.11
H 3.98 -3.82 -0.59 0.09
H -4.26 -3.87 -1.16 0.14
H 4.37 0.20 0.97 0.08
H -5.49 0.00 -1.87 0.08
H -0.89 2.31 3.26 0.02
H -0.30 3.30 4.59 0.09
H -4.67 -1.08 -0.73 0.05
H -3.33 1.66 1.49 0.06
H -3.66 -0.09 1.40 0.03
H 2.89 1.79 3.26 0.08
H 3.10 -2.50 -2.78 0.12
H -0.79 4.06 3.07 0.09
```

For the HOMO energy (spin up / spin down), the calculation gives -11.21 / -11.21 eV. The calculation puts the gap between HOMO and LUMO (spin up / spin down) at 6.43 / 6.54 eV. The charge is +1. The LUMO energy (spin up / spin down) is -4.773 / -4.664 eV. The total energy is -4566.7555 Eh.



No. 2
C28H44BF2N4O9PSi | wB97M-V/def2-TZVPD

XYZ file:
```
90
Properties=species:S:1:pos:R:3:lowdin_charge:R:1
P 5.98 -2.41 1.92 -0.17
Si -4.43 0.14 -0.37 0.61
F -2.57 0.97 3.60 0.10
F -2.94 3.14 3.30 0.08
O -0.71 3.39 -1.53 0.15
O 4.55 -2.55 1.39 -0.28
O 0.74 3.73 0.32 0.14
O 6.65 -1.18 1.29 -0.31
O 1.05 -1.86 4.57 -0.17
O -0.06 2.03 2.92 0.15
O 6.79 -3.67 1.58 -0.31
O -1.99 2.01 1.62 0.08
O 5.94 -2.24 3.44 -0.31
N 1.24 -0.85 -1.07 0.01
N 4.16 4.21 -2.74 -0.04
N 0.11 -4.96 -0.65 0.06
N 0.79 -2.31 -2.93 0.03
C -2.51 0.90 -2.31 -0.06
C 0.25 -0.70 1.18 -0.15
C -2.83 1.09 -4.73 -0.09
C 2.31 -1.64 5.22 -0.26
C 3.55 2.02 -1.53 -0.16
C 4.62 3.16 -1.81 -0.26
C -4.51 1.79 0.61 -0.22
C 2.87 1.51 -2.83 -0.18
C 0.01 0.72 0.94 -0.07
C 3.00 -3.04 5.35 -0.07
C -4.15 0.65 -4.58 -0.11
C -0.65 1.63 1.95 -0.37
C -4.32 1.58 2.15 -0.12
C 1.35 1.12 -2.69 -0.13
C 0.65 -0.77 3.76 -0.19
C 0.41 1.30 -0.38 -0.04
C -2.89 1.91 2.66 -0.55
C 0.99 0.50 -1.33 -0.18
C -2.01 1.21 -3.59 -0.07
C -0.22 -1.25 2.53 -0.09
C -3.85 0.48 -2.14 -0.23
C -3.26 -1.12 0.39 -0.16
C 1.85 -1.70 -2.07 -0.21
C -6.16 -0.66 -0.46 -0.18
C 0.03 -3.72 -0.34 -0.25
C -4.65 0.34 -3.30 -0.11
C 1.11 -2.94 0.45 -0.10
C 0.87 -1.44 0.19 -0.14
B 0.13 2.83 -0.57 -0.63
H 4.77 3.65 -0.83 0.10
H -2.18 -0.90 0.21 0.03
H -4.63 0.55 2.42 0.11
H 2.12 -3.26 0.11 0.10
H 3.19 -3.25 6.42 0.05
H -5.69 0.00 -3.23 0.08
H -0.73 -5.17 -1.19 0.03
H 2.53 -2.46 -1.64 0.12
H 1.06 -3.20 1.51 0.11
H 2.33 -3.79 4.89 0.07
H 4.14 1.18 -1.13 0.13
H -0.97 1.55 -3.67 0.08
H 1.18 0.30 -3.42 0.10
H -0.12 -2.04 -2.57 0.05
H -3.45 -2.09 -0.13 0.04
H 3.92 -3.01 4.71 0.06
H 2.86 2.36 -0.75 0.08
H -6.12 -1.63 0.08 0.03
H 5.56 2.70 -2.19 0.11
H -5.55 2.15 0.47 0.07
H 4.48 3.99 -3.68 0.05
H 3.14 4.19 -2.84 0.05
H -4.99 2.29 2.67 0.12
H -0.59 4.35 -1.45 0.11
H -2.38 1.35 -5.69 0.10
H 1.61 3.36 0.56 0.10
H 3.42 0.59 -3.13 0.10
H 0.00 -0.12 4.40 0.11
H -0.85 -3.14 -0.69 0.10
H -4.77 0.53 -5.48 0.09
H 2.19 -1.15 6.22 0.11
H -6.92 -0.03 0.04 0.02
H 2.95 2.20 -3.70 0.09
H -3.45 -1.31 1.47 0.04
H -3.87 2.57 0.17 0.08
H 2.47 -1.11 -2.77 0.09
H -6.51 -0.88 -1.48 0.01
H -1.22 -0.78 2.71 0.09
H -0.40 -2.33 2.55 0.11
H 0.65 1.92 -2.98 0.08
H -1.87 0.98 -1.42 0.09
H 0.90 -3.31 -3.00 0.05
H 1.48 -0.12 3.43 0.13
H 3.00 -1.00 4.64 0.11
```

For the HOMO energy, the calculation gives 0.32 eV. The calculation puts the gap between HOMO and LUMO at 2.32 eV. The charge is -2. The LUMO energy is 2.639 eV. The total energy is -2844.9705 Eh.



No. 3
C3H3NOS | wB97M-V/def2-TZVPD

XYZ file:
```
9
Properties=species:S:1:pos:R:3:lowdin_charge:R:1
S 0.03 1.91 -2.45 0.30
O 1.92 -1.07 -0.81 0.12
N 0.03 -0.91 0.61 0.09
C -0.77 0.31 0.52 -0.17
C 0.94 -0.55 -0.37 -0.54
C 0.15 0.66 -0.59 -0.21
H 0.23 -1.46 1.43 0.15
H -1.82 0.14 0.27 0.12
H -0.70 0.97 1.39 0.13
```

For the HOMO energy (spin up / spin down), the calculation gives -9.24 / -9.25 eV. The calculation puts the gap between HOMO and LUMO (spin up / spin down) at 6.43 / 6.44 eV. The LUMO energy (spin up / spin down) is -2.816 / -2.806 eV. The total energy is -644.1164 Eh.



No. 4
C11H19N2S | wB97M-V/def2-TZVPD

XYZ file:
```
33
Properties=species:S:1:pos:R:3:lowdin_charge:R:1
S -0.08 3.63 -1.47 0.79
N -0.35 2.09 0.96 0.09
N -0.51 1.33 -2.75 0.09
C -0.32 2.00 -1.67 -0.65
C 0.27 -1.17 1.69 -0.28
C 1.22 0.49 0.07 -0.19
C 0.45 -2.23 0.57 -0.10
C -1.11 -0.46 1.57 -0.10
C -1.27 0.06 0.09 -0.23
C 1.27 -0.56 -1.06 -0.11
C -1.17 -1.12 -0.86 -0.15
C -0.19 1.08 -0.01 -0.37
C 1.45 -0.20 1.49 -0.08
C 0.22 -1.66 -0.83 -0.29
H -1.20 0.36 2.32 0.10
H 0.24 2.17 1.75 0.14
H -2.37 0.57 0.00 0.20
H 2.27 -0.89 -0.98 0.12
H -1.78 -2.01 -0.50 0.16
H 1.48 0.47 2.30 0.10
H 2.10 1.23 -0.14 0.19
H -0.25 -2.99 0.80 0.12
H -1.29 2.32 1.26 0.15
H -0.34 1.62 -3.74 0.16
H -0.79 0.27 -2.68 0.13
H 2.38 -0.71 1.48 0.11
H -0.07 3.14 0.25 0.05
H 0.21 -2.48 -1.62 0.17
H 0.33 -1.65 2.65 0.14
H -1.54 -1.00 -1.96 0.13
H 1.15 -0.09 -2.03 0.10
H -1.84 -1.15 2.24 0.17
H 1.45 -2.47 0.82 0.11
```

For the HOMO energy, the calculation gives -13.16 eV. The calculation puts the gap between HOMO and LUMO at 10.12 eV. The charge is +1. The LUMO energy is -3.044 eV. The total energy is -937.9382 Eh.



No. 5
C4H9N5S | wB97M-V/def2-TZVPD

XYZ file:
```
19
Properties=species:S:1:pos:R:3:lowdin_charge:R:1
S 1.17 -1.47 -5.28 0.73
N -0.41 -0.97 -1.81 -0.02
N -1.40 -1.28 -2.59 -0.02
N 0.70 -0.90 -2.49 0.06
N 1.92 0.61 0.25 0.03
N -1.00 -1.51 -3.78 0.00
C -1.26 0.14 2.13 -0.11
C 0.34 -1.27 -3.70 -0.75
C 0.92 -0.03 0.89 -0.27
C -0.27 0.65 1.15 -0.16
H -1.01 -0.89 2.40 0.08
H -0.39 1.68 0.82 0.10
H 0.13 -2.04 -5.97 -0.11
H 2.08 0.22 -0.66 0.06
H 1.03 -0.97 1.41 0.11
H 1.64 1.56 0.07 0.08
H -0.41 -0.64 -0.88 0.09
H -1.28 0.79 2.91 0.04
H -2.17 -0.03 1.68 0.04
```

For the HOMO energy, the calculation gives -8.76 eV. The calculation puts the gap between HOMO and LUMO at 9.59 eV. The LUMO energy is 0.823 eV. The total energy is -829.6822 Eh.



No. 6
C17H25F3N4O3 | wB97M-V/def2-TZVPD

XYZ file:
```
52
Properties=species:S:1:pos:R:3:lowdin_charge:R:1
F 3.53 2.54 5.08 0.14
F 4.00 0.44 4.93 0.14
F 2.12 1.07 5.79 0.14
O 3.73 2.85 -0.82 0.14
O 0.64 2.19 -1.26 0.07
O 4.74 1.00 -0.06 -0.06
N 0.46 -3.30 -1.04 -0.01
N -0.88 0.60 -0.73 0.08
N 2.07 0.29 0.75 -0.03
N 0.19 -2.00 -0.83 0.07
C -2.66 2.13 0.13 -0.24
C 1.72 -0.05 3.16 -0.11
C 1.55 0.08 -0.62 -0.14
C -1.72 3.15 0.77 -0.10
C 3.88 -2.01 -1.16 -0.03
C 1.36 -1.39 -0.85 -0.21
C -2.04 1.42 -1.07 -0.19
C 3.35 1.64 2.35 -0.07
C 2.35 1.30 3.45 -0.21
C 0.38 1.04 -0.93 -0.44
C 5.77 1.23 -1.03 -0.04
C 2.42 -2.31 -1.08 -0.21
C 3.75 1.91 -0.08 -0.47
C 1.78 -3.52 -1.20 -0.05
C 3.00 1.34 4.81 -0.60
C 1.08 -0.01 1.78 -0.16
C 2.69 1.60 0.97 -0.20
H 3.77 2.64 2.51 0.14
H -2.21 3.65 1.61 0.07
H 4.45 -2.93 -1.24 0.08
H 6.27 2.18 -0.84 0.10
H 2.33 0.41 -1.30 0.15
H 0.26 0.72 1.79 0.12
H -0.82 2.67 1.15 0.05
H -0.29 -3.96 -1.07 0.15
H 0.96 -0.29 3.90 0.13
H 6.47 0.40 -0.92 0.09
H 2.17 -4.51 -1.38 0.12
H 1.57 2.07 3.48 0.17
H 2.49 -0.83 3.19 0.13
H -1.71 2.16 -1.81 0.12
H -1.00 -0.39 -0.59 0.10
H -2.97 1.38 0.87 0.10
H 4.21 -1.47 -0.27 0.07
H 4.11 -1.39 -2.03 0.08
H 4.17 0.92 2.37 0.13
H 1.96 2.41 0.88 0.16
H 0.64 -0.98 1.54 0.12
H -2.78 0.77 -1.54 0.12
H -3.57 2.63 -0.21 0.10
H 5.36 1.25 -2.03 0.10
H -1.41 3.90 0.05 0.08
```

For the HOMO energy, the calculation gives -8.73 eV. The calculation puts the gap between HOMO and LUMO at 9.34 eV. The LUMO energy is 0.608 eV. The total energy is -1407.1966 Eh.



No. 7
C9H11BO2S | wB97M-V/def2-TZVPD

XYZ file:
```
24
Properties=species:S:1:pos:R:3:lowdin_charge:R:1
S 0.55 -0.93 -0.78 0.81
O -2.78 -0.64 -0.13 0.14
O -1.99 1.33 -1.48 0.07
C 2.25 0.58 3.06 -0.09
C -1.97 0.04 -3.57 -0.06
C 1.39 0.99 0.82 -0.15
C 1.03 -1.22 1.89 -0.29
C 0.94 -0.36 0.70 -0.66
C -1.50 1.29 -2.87 -0.17
C 1.74 -0.65 3.07 -0.04
C 0.44 -2.41 1.85 0.09
C 2.07 1.40 1.88 -0.08
B -2.37 0.30 -0.75 -0.65
H -2.25 0.11 -4.62 0.09
H -1.14 -0.66 -3.41 0.07
H 2.53 2.45 1.90 0.14
H 1.25 1.72 -0.01 0.12
H -0.43 1.26 -2.89 0.09
H -2.81 -0.42 -3.03 0.09
H 0.47 -3.25 2.65 0.12
H -1.97 2.23 -3.08 0.12
H 2.91 0.79 3.92 0.12
H -0.11 -2.72 0.97 0.04
H 1.75 -1.26 3.92 0.10
```

For the HOMO energy (spin up / spin down), the calculation gives -8.35 / -8.35 eV. The calculation puts the gap between HOMO and LUMO (spin up / spin down) at 7.05 / 7.05 eV. The LUMO energy (spin up / spin down) is -1.302 / -1.302 eV. The total energy is -923.0503 Eh.



No. 8
C9H12N4O | wB97M-V/def2-TZVPD

XYZ file:
```
26
Properties=species:S:1:pos:R:3:lowdin_charge:R:1
O -1.25 -1.61 1.56 -0.06
N 1.14 -0.37 -1.07 0.04
N -2.00 -0.64 -0.38 0.10
N 2.09 0.39 -0.44 -0.14
N 1.46 -0.53 -2.27 0.02
C -1.40 -0.56 0.72 -0.36
C -1.82 -2.85 1.28 -0.07
C 2.01 0.82 0.88 -0.07
C 3.00 0.77 -1.34 -0.06
C -2.12 0.65 -0.94 -0.18
C -1.02 1.58 -0.11 -0.10
C 2.58 0.14 -2.48 -0.16
C -0.68 0.77 1.13 -0.21
C 0.84 0.80 1.57 0.01
H -1.16 2.64 0.23 0.11
H -3.24 0.97 -0.87 0.13
H 0.85 0.83 2.66 0.10
H -1.24 1.10 1.98 0.12
H 3.04 1.03 1.35 0.15
H -1.98 0.66 -1.95 0.05
H -1.38 -3.51 2.12 0.13
H 3.84 1.47 -1.14 0.14
H -1.57 -3.23 0.38 0.05
H 2.88 0.04 -3.52 0.09
H -0.07 1.48 -0.79 0.11
H -2.82 -2.83 1.44 0.05
```

For the HOMO energy, the calculation gives -9.04 eV. The calculation puts the gap between HOMO and LUMO at 9.65 eV. The LUMO energy is 0.615 eV. The total energy is -644.2687 Eh.



No. 9
C4H8O | wB97M-V/def2-TZVPD

XYZ file:
```
13
Properties=species:S:1:pos:R:3:lowdin_charge:R:1
O 0.35 1.87 1.03 0.05
C 0.27 -0.09 -0.32 -0.40
C 0.40 -1.04 0.89 -0.06
C 0.82 1.26 0.10 -0.24
C -1.18 0.05 -0.79 -0.07
H 1.64 1.72 -0.48 0.12
H 0.08 -2.03 0.59 0.08
H 0.87 -0.47 -1.14 0.12
H -1.70 0.68 -0.07 0.08
H -1.23 0.66 -1.70 0.08
H -0.16 -0.61 1.73 0.08
H -1.58 -0.93 -1.04 0.08
H 1.44 -1.06 1.20 0.08
```

For the HOMO energy, the calculation gives -9.78 eV. The calculation puts the gap between HOMO and LUMO at 10.84 eV. The LUMO energy is 1.056 eV. The total energy is -232.4298 Eh.



No. 10
C5H11NO | wB97M-V/def2-TZVPD

XYZ file:
```
18
Properties=species:S:1:pos:R:3:lowdin_charge:R:1
O -1.68 -1.07 1.04 -0.14
N 0.55 0.93 -0.86 -0.30
C 0.97 0.90 -2.25 -0.12
C -0.39 -0.13 -0.57 -0.23
C -0.88 -0.04 0.85 -0.02
C 1.69 0.87 0.03 -0.13
C -2.22 -1.18 2.36 -0.07
H 1.67 1.72 -2.44 0.08
H 2.34 1.74 -0.13 0.08
H 0.04 -1.14 -0.75 0.13
H -1.90 -2.15 2.76 0.09
H 1.33 0.90 1.06 0.06
H 2.30 -0.05 -0.11 0.09
H 0.11 1.01 -2.91 0.08
H 1.49 -0.05 -2.52 0.09
H -1.25 -0.05 -1.25 0.13
H -1.83 -0.36 2.97 0.08
H -3.31 -1.15 2.29 0.09
```

For the HOMO energy, the calculation gives -8.35 eV. The calculation puts the gap between HOMO and LUMO at 9.41 eV. The LUMO energy is 1.056 eV. The total energy is -326.9834 Eh.



No. 11
C5H14NO6P | wB97M-V/def2-TZVPD

XYZ file:
```
27
Properties=species:S:1:pos:R:3:lowdin_charge:R:1
P -1.39 -1.80 0.76 0.84
O 0.01 -1.19 0.16 -0.27
O -0.47 1.05 1.95 0.13
O -2.22 1.94 0.82 -0.01
O 2.83 -2.02 0.97 -0.09
O -2.25 -2.13 -0.60 -0.28
O -1.83 2.18 -0.54 -0.06
N -2.19 -0.37 1.46 -0.06
C -1.54 0.86 1.41 -0.56
C 4.34 -0.34 1.87 -0.09
C -2.55 1.85 -2.79 -0.05
C 4.00 -1.25 0.71 -0.33
C -2.36 1.22 -1.43 -0.28
H 4.80 -1.96 0.52 0.11
H -3.31 0.86 -1.05 0.12
H -3.16 -0.28 1.16 0.09
H -1.64 0.42 -1.53 0.09
H -3.41 2.48 -2.81 0.08
H -0.03 -1.15 -0.80 0.06
H 4.50 -0.93 2.78 0.07
H 3.53 0.35 2.08 0.07
H 2.10 -1.42 1.12 0.05
H -1.65 2.37 -3.07 0.08
H 3.84 -0.66 -0.20 0.11
H -2.66 1.04 -3.49 0.08
H 5.25 0.23 1.67 0.07
H -2.54 -1.34 -1.08 0.02
```

For the HOMO energy, the calculation gives -9.74 eV. The calculation puts the gap between HOMO and LUMO at 9.92 eV. The LUMO energy is 0.180 eV. The total energy is -1046.3902 Eh.



No. 12
C31H31Br4N6O6SSe4TeY | wB97M-V/def2-TZVPD

XYZ file:
```
85
Properties=species:S:1:pos:R:3:lowdin_charge:R:1
Te 0.53 5.62 -3.82 -0.17
Y 1.31 0.61 -0.79 1.54
Br 7.46 -2.95 0.46 0.70
Br 6.07 -0.43 1.89 0.67
Br 6.33 -4.34 -2.08 0.68
Br 3.58 -3.48 -3.38 0.73
Se -0.65 1.62 -3.57 -0.24
Se -0.64 -3.15 -3.27 0.50
Se 0.37 1.83 -5.69 -0.24
Se -0.58 3.94 -2.50 -0.45
S -2.03 0.87 0.36 0.58
O 3.35 0.22 0.26 -0.24
O 0.58 -1.08 0.95 -0.06
O -2.99 1.94 0.18 -0.32
O 2.57 1.94 -2.00 -0.18
O 2.18 -1.22 -1.65 -0.28
O -1.86 -0.16 -0.66 -0.35
N 2.26 -1.16 2.38 0.21
N 2.74 0.58 -3.85 0.17
N 1.84 2.64 0.79 0.08
N -3.03 -1.73 -4.09 -0.14
N -3.24 -2.40 -2.04 -0.12
N -0.58 1.49 0.57 -0.20
C 5.32 -3.02 -1.25 -0.81
C -3.02 -2.94 -0.72 -0.05
C -2.37 -2.42 -3.13 -0.71
C -2.76 -0.05 1.75 -0.22
C -5.15 -2.33 4.62 -0.07
C 2.87 1.72 -3.20 -0.60
C 3.39 -1.61 -1.22 -0.37
C 0.46 -2.73 2.71 0.00
C -4.73 -0.34 3.11 -0.05
C 5.86 -2.36 -0.17 -0.85
C -4.42 -1.72 -2.37 -0.05
C -0.41 2.47 1.56 -0.25
C 3.42 3.96 2.03 -0.05
C 5.20 -1.26 0.40 -0.61
C -4.02 0.40 2.19 -0.06
C 4.00 -0.81 -0.18 -0.40
C 3.63 2.85 -3.81 -0.02
C -4.28 -1.30 -3.64 -0.05
C -1.36 2.86 2.47 -0.03
C 4.08 -2.67 -1.74 -0.63
C 0.88 3.08 1.64 -0.13
C -2.49 -1.55 -5.42 -0.06
C 0.09 4.47 3.53 -0.08
C -3.09 -2.05 3.12 -0.04
C -4.32 -1.58 3.62 -0.27
C 2.46 4.42 2.90 -0.01
C 1.12 4.04 2.68 -0.16
C 1.11 -1.60 1.94 -0.55
C -2.35 -1.29 2.24 -0.08
C -1.10 3.84 3.46 -0.08
C 3.07 3.12 0.97 -0.10
H -2.33 -2.56 -5.81 0.08
H -1.57 -0.99 -5.32 0.04
H -5.68 0.04 3.49 0.11
H 3.01 3.77 -3.72 0.02
H 3.90 2.68 -4.88 0.09
H -2.35 2.43 2.43 0.08
H -4.99 -0.77 -4.27 0.11
H 2.64 0.61 -4.87 0.04
H -3.87 -3.51 -0.38 0.09
H -1.41 -1.64 1.82 0.06
H 1.16 -3.54 2.92 0.09
H -5.21 -1.57 -1.63 0.12
H -3.18 -1.03 -6.07 0.09
H -4.52 -2.84 5.37 0.08
H 2.69 5.04 3.72 0.10
H 0.01 -2.35 3.63 0.09
H -0.35 -3.09 2.08 0.08
H 2.75 -0.50 1.74 0.07
H -4.40 1.34 1.78 0.11
H -5.86 -1.71 5.19 0.07
H 4.46 4.15 2.18 0.10
H -2.84 -2.14 -0.01 0.05
H 0.35 5.20 4.28 0.10
H -2.13 -3.55 -0.75 0.05
H -2.69 -2.98 3.45 0.10
H 3.82 2.68 0.29 0.11
H 2.75 -1.68 3.07 0.11
H 4.50 2.96 -3.15 0.09
H 2.36 -0.23 -3.39 0.06
H -1.91 4.06 4.16 0.10
H -5.74 -3.10 4.12 0.07
```

For the HOMO energy, the calculation gives -0.40 eV. The calculation puts the gap between HOMO and LUMO at 3.75 eV. The charge is -2. The LUMO energy is 3.351 eV. The total energy is -22586.5579 Eh.